{"formula": "C42H50FGeNO4STi", "method": "wB97M-V/def2-TZVPD", "elements": ["Ge", "Ti", "S", "F", "O", "O", "O", "O", "N", "C", "C", "C", "C", "C", "C", "C", "C", "C", "C", "C", "C", "C", "C", "C", "C", "C", "C", "C", "C", "C", "C", "C", "C", "C", "C", "C", "C", "C", "C", "C", "C", "C", "C", "C", "C", "C", "C", "C", "C", "C", "C", "H", "H", "H", "H", "H", "H", "H", "H", "H", "H", "H", "H", "H", "H", "H", "H", "H", "H", "H", "H", "H", "H", "H", "H", "H", "H", "H", "H", "H", "H", "H", "H", "H", "H", "H", "H", "H", "H", "H", "H", "H", "H", "H", "H", "H", "H", "H", "H", "H", "H"], "positions_angstrom": [[0.2235, -0.5444, -3.7062], [0.2693, -0.0725, 0.7362], [1.0781, -1.5058, -1.1257], [-1.4116, -0.2250, -1.2103], [0.4087, -1.8365, 0.1977], [2.3508, -2.0800, -1.2808], [0.1545, -1.8383, -2.2155], [1.1188, -0.0047, -0.9312], [-1.4453, 0.1632, 1.3331], [-2.5897, -1.8799, 5.0515], [-3.9127, -0.1451, 1.3758], [1.8330, 3.0226, 2.0238], [-3.4796, -2.0231, -5.1604], [-1.4589, 2.9301, 3.7777], [4.2622, -2.0880, 0.7372], [-2.6570, -0.1582, 0.7506], [-2.4884, 0.4031, -4.2538], [1.4661, 0.6737, 3.7748], [3.1323, 1.5442, 0.4652], [-2.6373, -0.5039, -0.6012], [-0.7801, -2.2010, 3.3736], [-4.9336, -1.0393, -0.6270], [3.6834, 0.3004, 0.1062], [1.9348, 0.4844, 2.3376], [4.0393, -0.8045, -5.5034], [3.4721, -0.8256, 0.9211], [-1.4936, 0.8494, 2.5781], [-3.7216, -0.9596, -1.3046], [-1.5850, 2.2416, 4.9702], [2.6114, -0.7404, 2.0273], [2.6092, -1.8989, 2.9853], [-3.0061, 3.3204, 0.9727], [-5.0231, -0.6000, 0.6868], [4.5166, 0.1601, -1.1302], [-2.0064, -1.3537, 3.7413], [-4.2929, -0.9020, -5.1442], [-3.8033, 0.3084, -4.6786], [-1.5169, 3.1156, 1.3004], [-2.1682, -1.9325, -4.7233], [1.7793, -1.1581, -4.7607], [3.5595, 2.8003, -0.2472], [-0.7732, 2.6528, 0.0271], [-1.6615, -0.7167, -4.2770], [-1.7107, 0.1388, 3.7810], [-1.4320, 2.2577, 2.5554], [1.7014, -2.2989, -5.5544], [3.9632, -1.9525, -6.2758], [-1.7307, 0.8632, 4.9684], [2.9505, -0.4062, -4.7468], [2.7938, -2.6940, -6.3078], [2.2499, 1.6466, 1.5549], [-4.4484, 1.1732, -4.6536], [0.4288, 0.8571, -3.0737], [-1.4840, 2.2250, -0.6844], [-5.9764, -0.6160, 1.1907], [2.9919, 0.5016, -4.1550], [0.0408, 1.9084, 0.2275], [1.6860, 3.7035, 1.1889], [4.8065, -2.0987, -0.1959], [3.6831, 3.6225, 0.4535], [4.2117, -0.7449, -1.6542], [2.8214, 3.0893, -0.9942], [5.5761, 0.0724, -0.8880], [4.9466, -0.2187, -5.5008], [-1.1249, 4.0988, 1.5810], [0.8291, -0.1303, 4.1320], [0.9355, 1.6073, 3.9331], [-3.1134, 4.0159, 0.1444], [2.6297, 3.4311, 2.6507], [-1.0912, -3.2366, 3.2466], [-3.6191, -1.2268, -2.3435], [2.3558, 0.7007, 4.4100], [-5.8113, -1.4100, -1.1331], [-2.0890, 1.3505, -3.9078], [-3.8644, -2.9615, -5.5260], [2.0889, -1.6917, 3.9107], [3.6105, -2.9586, 0.7392], [-1.8784, 0.3578, 5.9068], [4.9761, -2.1966, 1.5539], [-0.0568, -2.1806, 4.1855], [0.7836, -2.8713, -5.5941], [-2.8650, -2.9227, 4.9296], [-2.7587, -1.5224, 2.9608], [4.5148, 2.6650, -0.7390], [4.8180, -2.2695, -6.8538], [-0.3204, 3.5211, -0.4562], [-3.4823, 2.3801, 0.6989], [4.3811, 0.9982, -1.8058], [-1.4053, 4.0097, 3.7895], [-3.5291, 3.7359, 1.8308], [-1.8656, -1.8228, 5.8593], [-5.3082, -0.9685, -5.4982], [-1.6082, 2.7823, 5.9043], [2.1812, -2.7886, 2.5224], [-3.4807, -1.3286, 5.3345], [3.6395, -2.1376, 3.2490], [0.9218, 3.0188, 2.6154], [-1.5302, -2.8063, -4.7208], [-4.0142, 0.2360, 2.3806], [-0.3086, -1.8646, 2.4318], [2.7330, -3.5753, -6.9279]], "mulliken_charge": [1.05, -1.67, 0.75, 0.73, -0.40, -0.64, -0.27, 0.75, 1.78, -2.12, -0.45, -1.99, -0.78, -0.20, -2.11, -0.14, -0.30, -2.07, 0.66, 0.71, -1.25, -0.97, 2.07, 0.27, -0.68, 0.70, 0.22, -0.75, -1.47, 1.83, -2.31, -1.56, -1.08, -2.68, 1.10, -0.62, -0.56, 0.09, -0.25, 0.44, -2.37, -1.15, 0.43, -0.20, -0.45, -0.40, -0.51, -0.33, -0.39, -0.74, 1.50, 0.45, -0.28, 0.29, 0.47, 0.43, 0.12, 0.69, 0.50, 0.43, 0.57, 0.41, 0.38, 0.42, 0.94, 0.32, 0.44, 0.45, 0.49, 0.62, 0.41, 0.48, 0.50, 0.39, 0.44, 0.45, 0.37, 0.51, 0.41, 0.32, 0.24, 0.44, 0.12, 0.48, 0.41, 0.52, 0.31, 0.51, 0.54, 0.40, 0.47, 0.45, 0.47, 0.37, 0.45, 0.54, -0.12, 0.31, 0.54, 0.51, 0.44], "homo_ev": -13.89, "total_charge": 2}